Entry 1:
Density functional theory data (wB97M-V/def2-TZVPD) for C51H51BFIrN8O4P as an isolated structure in a non-equilibrium geometry.

Each line ends with the Mulliken spin population.
Element x y z (Å)
Ir -0.12 0.23 0.14  0.05
C -2.78 -0.28 -2.61  0.05
C -3.24 -0.20 -1.20  -0.06
C -4.57 -0.16 -0.76  0.00
C -4.50 -0.06 0.62  0.00
C -5.64 0.03 1.58  0.00
N -3.20 -0.04 0.96  0.00
N -2.43 -0.13 -0.14  -0.02
B -2.57 0.03 2.35  0.02
N -1.77 1.33 2.50  0.01
N -0.58 1.51 1.90  -0.03
C -0.03 2.62 2.36  0.00
C 1.33 3.11 2.00  0.00
C -0.92 3.20 3.28  0.00
C -2.01 2.35 3.34  0.00
C -3.25 2.52 4.15  0.00
N -1.63 -1.18 2.50  -0.01
N -0.57 -1.40 1.70  0.00
C 0.03 -2.52 2.10  -0.01
C 1.26 -3.11 1.50  0.01
C -0.69 -3.05 3.18  -0.01
C -1.73 -2.18 3.41  0.00
C -2.81 -2.28 4.44  0.00
H -3.36 -1.03 -3.15  0.00
H -1.72 -0.54 -2.65  -0.03
H -2.92 0.68 -3.10  0.00
H -5.45 -0.21 -1.37  0.00
H -6.57 0.02 1.03  0.00
H -5.59 0.94 2.17  0.00
H -5.63 -0.82 2.27  0.00
H -3.42 0.00 3.18  0.00
H 1.98 2.26 1.79  0.00
H 1.73 3.68 2.83  0.00
H 1.29 3.76 1.12  0.00
H -0.78 4.12 3.83  0.00
H -3.18 3.45 4.70  0.00
H -3.37 1.70 4.86  0.00
H -4.13 2.55 3.51  0.00
H 1.97 -2.33 1.25  0.00
H 1.03 -3.69 0.60  0.00
H 1.72 -3.79 2.22  0.00
H -0.47 -3.96 3.73  0.00
H -2.66 -3.20 5.00  0.00
H -3.80 -2.30 3.98  0.00
H -2.77 -1.44 5.13  0.00
O 3.93 -0.78 1.71  0.00
C 3.04 -0.30 1.02  0.00
O 1.86 0.00 1.39  0.02
C 3.38 0.01 -0.45  0.00
P 1.86 0.21 -1.51  0.02
C 2.55 1.70 -2.32  0.00
C 2.35 2.90 -1.65  0.01
C 2.96 4.06 -2.10  0.00
C 3.77 4.03 -3.23  0.00
C 3.96 2.83 -3.90  0.00
C 3.37 1.67 -3.44  0.00
C 2.07 -1.25 -2.59  -0.01
C 1.88 -1.26 -3.97  0.00
C 2.00 -2.44 -4.69  0.00
C 2.29 -3.63 -4.05  0.01
C 2.45 -3.64 -2.67  -0.02
C 2.34 -2.46 -1.95  0.02
H 4.07 -0.72 -0.84  0.00
H 3.89 0.97 -0.41  0.00
H 1.72 2.91 -0.77  0.00
H 2.82 5.00 -1.57  0.00
H 4.26 4.93 -3.57  0.00
H 4.59 2.80 -4.78  0.00
H 3.57 0.73 -3.95  0.00
H 1.63 -0.34 -4.47  0.00
H 1.88 -2.42 -5.77  0.00
H 2.38 -4.55 -4.61  0.00
H 2.68 -4.57 -2.16  0.00
H 2.46 -2.49 -0.87  0.02
O -2.28 3.06 0.09  0.00
C -1.83 2.82 -1.00  0.00
N -2.20 3.43 -2.17  0.00
C -1.46 2.97 -3.31  0.00
C -0.65 1.83 -2.62  -0.01
O 0.06 1.05 -3.25  0.01
N -0.86 1.86 -1.30  0.00
C -2.35 2.52 -4.47  0.00
C -2.02 1.45 -5.28  0.00
C -2.80 1.13 -6.39  0.00
C -3.93 1.89 -6.68  0.00
C -4.26 2.96 -5.87  0.00
C -3.47 3.28 -4.78  0.00
C -0.52 4.05 -3.87  0.00
C 0.21 3.80 -5.04  0.00
C 0.90 4.83 -5.66  0.00
C 0.90 6.10 -5.11  0.00
C 0.25 6.34 -3.92  0.00
C -0.45 5.31 -3.29  0.00
H -2.88 4.17 -2.18  0.00
H -1.16 0.84 -5.05  0.00
H -2.52 0.31 -7.02  0.00
H -4.54 1.64 -7.54  0.00
H -5.14 3.55 -6.09  0.00
H -3.74 4.14 -4.17  0.00
H 0.22 2.81 -5.46  0.00
H 1.44 4.63 -6.57  0.00
H 1.42 6.91 -5.62  0.00
H 0.27 7.32 -3.46  0.00
H -0.95 5.50 -2.35  0.00
F -5.96 -4.45 -0.20  0.02
C -4.72 -4.09 -0.50  0.20
C -4.39 -3.85 -1.83  -0.07
C -3.12 -3.46 -2.13  0.18
C -2.15 -3.26 -1.11  0.04
C -0.90 -2.75 -1.42  0.13
C -2.52 -3.57 0.22  0.11
C -3.79 -3.98 0.53  -0.08
H -5.14 -3.97 -2.60  0.00
H -2.83 -3.29 -3.16  0.00
H -0.62 -2.55 -2.45  -0.04
H -0.17 -2.51 -0.66  0.41
H -1.78 -3.48 1.01  0.07
H -4.08 -4.21 1.54  0.00

Its spin multiplicity is 2. The value obtained for the max |F| is 3.265 eV Å⁻¹. As for the charge: 0. For the relative energy (zero: lowest compared OMol25 entry of this formula, charge and spin), the calculation gives 301.08 kJ/mol. For the orbital gap (spin up / spin down), the calculation gives 5.774 / 7.154 eV.



Entry 2:
Density functional theory data (wB97M-V/def2-TZVPD) for C51H51BrF13N5P2Ti as an isolated structure in a non-equilibrium geometry.

Each line ends with the Löwdin charge.
Element x y z (Å)
Ti -0.71 -1.00 0.86  1.02
C -2.04 -3.23 2.65  -0.12
C -0.81 -3.83 1.99  -0.13
N 0.23 -2.77 1.87  -0.11
C 0.83 -2.48 3.21  -0.13
C 1.02 -0.98 3.37  -0.16
N -0.21 -0.29 2.90  -0.12
C -1.33 -0.42 3.89  -0.11
C -2.61 -0.86 3.19  -0.15
N -2.28 -1.84 2.13  -0.17
H -1.91 -3.18 3.73  0.13
H -2.91 -3.86 2.48  0.15
H -1.04 -4.20 0.99  0.10
H -0.44 -4.68 2.58  0.16
H 0.96 -3.13 1.26  0.10
H 1.78 -2.99 3.34  0.14
H 0.17 -2.86 3.98  0.13
H 1.87 -0.66 2.77  0.07
H 1.24 -0.74 4.42  0.16
H 0.01 0.71 2.85  0.07
H -1.50 0.53 4.40  0.13
H -1.04 -1.14 4.66  0.13
H -3.10 0.00 2.73  0.08
H -3.31 -1.28 3.92  0.16
H -3.11 -1.89 1.53  -0.04
F -7.44 2.76 -1.24  0.22
C -6.24 2.48 -0.80  -0.11
C -5.37 3.48 -0.40  -0.11
F -5.74 4.74 -0.44  0.20
C -4.11 3.16 0.06  -0.20
F -3.34 4.17 0.47  0.14
C -3.63 1.85 0.13  -0.29
P -1.88 1.56 0.69  1.11
C -1.90 2.33 2.34  -0.39
C -0.69 2.83 2.85  -0.13
C -0.67 3.46 4.08  -0.02
C -1.84 3.59 4.82  -0.01
C -3.03 3.07 4.33  -0.02
C -3.06 2.44 3.10  -0.09
C -1.01 2.68 -0.47  -0.36
C -0.90 2.20 -1.78  -0.13
C -0.51 3.04 -2.81  -0.06
C -0.18 4.36 -2.53  -0.02
C -0.24 4.83 -1.23  -0.02
C -0.66 4.00 -0.20  -0.07
C -4.55 0.86 -0.26  -0.53
Br -4.14 -0.97 -0.14  1.05
C -5.82 1.16 -0.71  -0.25
F -6.63 0.18 -1.06  0.12
H 0.21 2.76 2.25  0.08
H 0.26 3.88 4.45  0.13
H -1.82 4.10 5.78  0.13
H -3.94 3.17 4.91  0.13
H -4.01 2.07 2.72  0.12
H -1.18 1.17 -2.00  0.05
H -0.49 2.68 -3.83  0.12
H 0.11 5.03 -3.33  0.13
H 0.00 5.86 -1.01  0.13
H -0.76 4.41 0.80  0.11
C -3.28 -3.56 -4.63  -0.03
C -2.05 -3.92 -3.80  -0.15
N -1.52 -2.80 -2.99  0.01
C -0.89 -1.72 -3.76  -0.16
C -1.80 -0.50 -3.90  -0.01
C -1.66 -2.75 -1.69  -0.35
C -2.58 -3.74 -1.04  -0.01
N -1.02 -1.81 -0.93  -0.02
H -3.64 -4.47 -5.11  0.11
H -3.05 -2.85 -5.42  0.09
H -4.09 -3.16 -4.02  0.09
H -1.24 -4.21 -4.48  0.14
H -2.26 -4.77 -3.17  0.12
H -0.66 -2.11 -4.75  0.12
H 0.07 -1.44 -3.32  0.06
H -2.74 -0.77 -4.39  0.09
H -1.31 0.25 -4.51  0.10
H -2.05 -0.07 -2.93  0.04
H -2.13 -4.73 -0.95  0.12
H -3.48 -3.84 -1.63  0.11
H -2.88 -3.39 -0.05  0.03
H -0.46 -1.21 -1.55  0.03
F 7.13 -3.66 2.46  0.17
C 7.24 -2.55 1.72  -0.60
F 7.88 -1.62 2.44  0.18
F 7.97 -2.82 0.64  0.19
C 5.88 -2.02 1.32  -0.06
C 5.81 -0.83 0.61  0.05
C 4.59 -0.29 0.26  -0.03
C 3.41 -0.95 0.62  -0.34
C 3.49 -2.17 1.28  -0.10
C 4.72 -2.71 1.64  0.03
P 1.82 -0.17 0.07  1.12
C 1.90 -0.62 -1.72  -0.35
C 2.09 -1.99 -1.94  -0.09
C 2.23 -2.49 -3.22  0.02
C 2.19 -1.62 -4.30  -0.10
C 1.98 -0.26 -4.10  0.02
C 1.81 0.23 -2.82  -0.06
C 2.23 -2.16 -5.72  -0.58
F 2.57 -3.45 -5.74  0.18
F 3.06 -1.47 -6.48  0.21
F 0.98 -2.05 -6.24  0.13
C 2.27 1.58 0.42  -0.36
C 2.57 2.56 -0.52  -0.06
C 3.03 3.80 -0.10  0.03
C 3.19 4.07 1.25  -0.07
C 2.94 3.09 2.19  0.03
C 2.48 1.85 1.78  -0.11
C 3.60 5.47 1.67  -0.59
F 4.76 5.82 1.12  0.20
F 2.65 6.34 1.25  0.16
F 3.69 5.57 3.00  0.17
H 6.72 -0.31 0.33  0.15
H 4.56 0.64 -0.29  0.12
H 2.60 -2.74 1.52  0.06
H 4.78 -3.65 2.16  0.14
H 2.16 -2.67 -1.10  0.11
H 2.40 -3.55 -3.38  0.14
H 1.94 0.41 -4.95  0.15
H 1.59 1.28 -2.70  0.08
H 2.49 2.38 -1.57  0.09
H 3.27 4.55 -0.84  0.15
H 3.13 3.28 3.24  0.14
H 2.35 1.08 2.53  0.09

Its spin multiplicity is 1. The value obtained for the max |F| is 1.009 eV Å⁻¹. As for the charge: +4. For the relative energy (zero: lowest compared OMol25 entry of this formula, charge and spin), the calculation gives 0.00 kJ/mol. For the orbital gap, the calculation gives 5.629 eV.



Entry 3:
Density functional theory data (wB97M-V/def2-TZVPD) for C51H51Cl3FN4O4STi as an isolated structure in a non-equilibrium geometry.

Each line ends with the Löwdin charge.
Element x y z (Å)
Ti 0.33 -0.07 0.82  1.08
C -4.17 -0.21 1.03  -0.05
C -3.08 -0.67 2.01  -0.36
C -3.77 -1.69 2.95  -0.04
C -2.48 0.46 2.83  -0.13
C -3.33 1.44 3.32  -0.02
C -2.82 2.61 3.85  -0.03
C -1.44 2.73 4.02  -0.02
C -0.54 1.78 3.51  -0.14
C 0.94 2.08 3.63  -0.36
C 1.28 3.33 2.78  -0.04
C 1.34 2.31 5.09  -0.05
C -1.09 0.62 2.95  -0.21
N -0.27 -0.47 2.52  -0.10
C -0.14 -1.66 3.24  -0.20
C 0.19 -1.63 4.61  0.00
C 0.38 -2.77 5.34  -0.09
C 0.23 -4.01 4.78  -0.08
C -0.22 -4.07 3.49  -0.01
C -0.43 -2.94 2.73  -0.21
F -0.83 -3.11 1.43  0.05
H -4.54 -1.09 0.49  0.09
H -3.85 0.56 0.31  0.06
H -5.04 0.17 1.58  0.08
H -2.24 -1.15 1.52  0.09
H -4.62 -1.17 3.40  0.09
H -3.08 -1.99 3.71  0.07
H -4.10 -2.57 2.38  0.09
H -4.37 1.28 3.32  0.10
H -3.44 3.43 4.16  0.11
H -1.05 3.63 4.50  0.12
H 1.57 1.25 3.31  0.10
H 0.96 4.22 3.30  0.08
H 0.85 3.33 1.77  0.08
H 2.35 3.39 2.67  0.08
H 0.90 3.24 5.46  0.07
H 2.43 2.36 5.23  0.10
H 0.93 1.57 5.77  0.07
H 0.28 -0.63 5.03  0.11
H 0.73 -2.67 6.38  0.12
H 0.40 -4.91 5.40  0.13
H -0.42 -5.04 3.01  0.13
O 3.33 2.39 -0.27  0.13
C 3.04 1.47 0.46  -0.48
O 1.76 1.02 0.53  -0.18
C 4.01 0.73 1.34  -0.13
C 5.36 1.01 1.24  -0.01
C 6.28 0.31 2.03  -0.06
C 5.85 -0.68 2.91  -0.06
C 4.49 -0.95 2.99  -0.08
C 3.60 -0.26 2.20  -0.07
H 5.74 1.78 0.59  0.13
H 7.33 0.56 1.88  0.11
H 6.59 -1.20 3.56  0.12
H 4.13 -1.69 3.71  0.11
H 2.54 -0.48 2.34  0.08
O 0.18 -1.49 -0.63  -0.10
C 1.15 -1.82 0.11  -0.19
C 2.26 -0.67 -2.63  -0.10
N 2.37 -1.97 -3.21  -0.28
C 3.69 -2.31 -3.63  -0.10
C 1.69 -3.07 -2.54  -0.15
C 2.35 -3.55 -1.27  -0.12
C 3.34 -4.54 -1.29  -0.01
C 4.00 -4.87 -0.12  -0.04
C 3.73 -4.26 1.08  -0.05
C 2.77 -3.26 1.16  0.00
C 2.07 -2.95 -0.02  -0.13
H 2.78 0.00 -3.32  0.10
H 2.78 -0.61 -1.69  0.08
H 1.22 -0.32 -2.57  0.08
H 4.04 -1.48 -4.27  0.09
H 3.69 -3.29 -4.15  0.10
H 4.39 -2.31 -2.78  0.09
H 1.65 -3.90 -3.26  0.11
H 0.65 -2.78 -2.34  0.13
H 3.52 -5.08 -2.21  0.12
H 4.74 -5.66 -0.18  0.12
H 4.26 -4.55 1.97  0.11
H 2.56 -2.75 2.08  0.09
Cl 1.04 -3.01 -5.98  0.75
C 0.00 -1.72 -5.52  -0.66
C 0.52 -0.48 -5.22  -0.10
C -0.33 0.54 -4.82  -0.01
C -1.71 0.35 -4.67  -0.18
C -2.52 1.53 -4.19  -0.28
C -3.45 1.22 -3.01  -0.04
N -2.66 1.33 -1.79  -0.03
C -2.68 2.40 -0.91  -0.02
C -1.78 2.14 0.08  -0.05
N -1.20 0.90 -0.21  -0.02
C -1.74 0.48 -1.38  -0.09
O -3.35 2.03 -5.25  -0.10
C -3.25 3.44 -5.45  -0.14
C -3.54 4.28 -4.22  -0.31
C -2.61 4.97 -3.47  -1.00
Cl -0.93 4.98 -3.77  0.70
S -3.27 5.78 -2.14  1.01
C -4.83 5.26 -2.52  -0.41
C -4.84 4.49 -3.65  -0.13
C -2.21 -0.90 -5.09  -0.56
Cl -3.93 -1.15 -5.26  0.75
C -1.36 -1.90 -5.49  -0.12
H 1.59 -0.34 -5.31  0.11
H 0.13 1.49 -4.58  0.12
H -1.79 2.31 -3.91  0.12
H -3.89 0.23 -3.10  0.10
H -4.25 1.96 -3.04  0.13
H -3.37 3.22 -1.01  0.10
H -1.62 2.68 0.99  0.11
H -1.50 -0.47 -1.85  0.15
H -3.99 3.65 -6.19  0.13
H -2.27 3.66 -5.80  0.10
H -5.66 5.61 -1.91  0.08
H -5.74 4.13 -4.08  0.11
H -1.75 -2.88 -5.73  0.11

Its spin multiplicity is 1. The value obtained for the max |F| is 2.146 eV Å⁻¹. As for the charge: +1. For the relative energy (zero: lowest compared OMol25 entry of this formula, charge and spin), the calculation gives 0.00 kJ/mol. For the orbital gap, the calculation gives 7.357 eV.